Computed, not measured: 2 unconnected molecules or ions with the total composition C4H12NO2, with ωB97M-V/def2-TZVPD.

Computed properties:
**Total charge**: 0
**Orbital gap (alpha / beta)**: 0.35426 / 0.22749 Ha
**Spin multiplicity**: 2
**Expectation value of S²**: 0.75

Each line ends with the Löwdin spin population.
Element x y z (Å)
C1 0.19 0.71 0.68  0.002
N1 -0.75 0.57 -0.44  0.010
C2 -2.11 0.83 -0.06  0.000
O1 -2.68 -0.14 0.84  -0.001
C3 1.62 0.78 0.19  0.000
C4 2.19 -0.45 -0.53  -0.001
H1 0.03 -0.06 1.44  0.001
H2 -0.05 1.65 1.17  0.001
H3 -0.72 -0.40 -0.73  0.003
H4 -2.75 0.84 -0.95  0.000
H5 -2.20 1.80 0.41  0.000
H6 1.65 1.58 -0.55  0.000
H7 2.30 1.11 0.97  0.000
H8 1.86 -1.42 -0.18  -0.001
H9 3.28 -0.35 -0.49  0.000
H10 1.98 -0.41 -1.60  0.000
H11 -1.00 -3.24 -0.46  0.021
H12 -2.33 -0.99 0.53  -0.001
O2 -0.50 -2.42 -0.26  0.965


Computed, not measured: 2 unconnected molecules or ions with the total composition C4H12NO2 in a non-equilibrium geometry, with ωB97M-V/def2-TZVPD.

Computed properties:
**Total charge**: +1
**Orbital gap**: 0.39377 Ha
**Spin multiplicity**: 1

Each line ends with the natural charge from an NBO analysis.
Element x y z (Å)
C1 -0.35 0.88 -1.00  -0.251
C2 -1.15 -0.51 -0.89  -0.414
C3 -0.21 -1.64 -0.26  -0.559
C4 0.92 -1.84 -1.31  0.422
O1 2.03 -1.34 -1.02  -0.542
N1 0.56 1.21 0.16  -0.709
H1 0.24 0.67 -1.95  0.238
H2 -1.04 1.69 -1.22  0.240
H3 -2.10 -0.57 -0.24  0.247
H4 -1.45 -0.59 -1.98  0.246
H5 0.20 -1.56 0.78  0.238
H6 -0.87 -2.47 0.03  0.263
H7 0.64 -2.52 -2.19  0.172
H8 1.30 0.53 0.15  0.450
H9 0.25 1.12 1.14  0.480
H10 0.99 2.12 -0.12  0.447
H11 0.26 2.35 3.43  0.507
H12 -0.39 1.05 3.59  0.498
O2 0.18 1.45 2.91  -0.975


Computed, not measured: 2 unconnected molecules or ions with the total composition C4H12NO2 in a non-equilibrium geometry, with ωB97M-V/def2-TZVPD.

Computed properties:
**Total charge**: +1
**Orbital gap**: 0.39852 Ha
**Spin multiplicity**: 1

Each line ends with the natural charge from an NBO analysis.
Element x y z (Å)
C1 1.48 -0.19 -0.17  -0.232
C2 0.72 1.09 -0.36  -0.433
C3 -0.65 0.96 -1.11  -0.514
C4 -0.87 -0.31 -1.89  0.456
O1 -0.61 -1.41 -1.47  -0.568
N1 0.90 -1.06 0.90  -0.681
H1 1.52 -0.78 -1.07  0.247
H2 2.51 -0.01 0.11  0.231
H3 0.52 1.63 0.56  0.228
H4 1.23 1.84 -0.96  0.261
H5 -1.47 0.86 -0.39  0.225
H6 -0.90 1.83 -1.68  0.250
H7 -1.43 -0.20 -2.84  0.150
H8 0.10 -1.58 0.53  0.470
H9 0.54 -0.54 1.71  0.457
H10 1.61 -1.71 1.26  0.439
H11 -1.73 -0.15 3.06  0.496
H12 -1.97 0.21 1.64  0.479
O2 -1.53 -0.46 2.17  -0.963


Computed, not measured: 2 unconnected molecules or ions with the total composition C4H12NO2 in a non-equilibrium geometry, with ωB97M-V/def2-TZVPD.

Computed properties:
**Total charge**: +1
**Orbital gap**: 0.37722 Ha
**Spin multiplicity**: 1

Each line ends with the natural charge from an NBO analysis.
Element x y z (Å)
C1 0.69 -0.71 1.07  -0.639
C2 0.19 -0.16 -0.28  -0.014
C3 -0.56 -1.22 -1.11  -0.544
C4 0.29 -2.48 -1.33  0.432
O1 0.74 -3.17 -0.46  -0.469
N1 -0.89 0.88 0.06  -0.691
H1 0.69 0.07 1.84  0.224
H2 -0.01 -1.47 1.42  0.237
H3 1.65 -1.18 0.89  0.263
H4 0.96 0.38 -0.82  0.226
H5 -1.52 -1.48 -0.66  0.242
H6 -0.79 -0.81 -2.10  0.229
H7 0.72 -2.63 -2.34  0.135
H8 -1.44 1.01 -0.79  0.431
H9 -1.54 0.58 0.77  0.433
H10 -0.45 1.75 0.39  0.473
H11 0.78 3.54 0.47  0.488
H12 0.38 3.82 1.86  0.511
O2 0.10 3.28 1.11  -0.966


Computed, not measured: 2 unconnected molecules or ions with the total composition C4H12NO2 in a non-equilibrium geometry, with ωB97M-V/def2-TZVPD.

Computed properties:
**Total charge**: +1
**Orbital gap (alpha / beta)**: 0.31529 / 0.34465 Ha
**Spin multiplicity**: 1

Each line ends with the natural charge from an NBO analysis.
Element x y z (Å)
C1 0.64 2.37 1.62  -0.478
C2 0.07 -1.58 -1.51  -0.436
C3 -0.98 -1.46 0.58  -0.432
C4 0.14 0.66 -0.51  0.687
N1 0.17 -0.87 -0.27  -0.410
O1 1.26 0.91 -1.09  -0.674
O2 -0.95 1.02 -1.18  -0.723
H1 0.76 1.84 2.54  0.189
H2 1.43 2.92 1.20  0.181
H3 -0.32 2.54 1.21  0.149
H4 -0.89 -2.03 -1.57  0.231
H5 0.25 -0.92 -2.38  0.245
H6 0.87 -2.34 -1.49  0.239
H7 -0.77 -2.56 0.70  0.244
H8 -1.01 -1.03 1.58  0.239
H9 -2.00 -1.37 0.17  0.250
H10 1.05 -1.05 0.17  0.443
H11 1.11 1.69 -1.66  0.523
H12 -1.53 1.62 -0.54  0.533


Computed, not measured: 2 unconnected molecules or ions with the total composition C4H12NO2 in a non-equilibrium geometry, with ωB97M-V/def2-TZVPD.

Computed properties:
**Total charge**: +1
**Orbital gap**: 0.39778 Ha
**Spin multiplicity**: 1

Each line ends with the natural charge from an NBO analysis.
Element x y z (Å)
C1 0.77 0.68 0.99  -0.235
C2 -0.35 1.57 0.44  -0.408
C3 -0.89 1.01 -0.93  -0.534
C4 0.20 1.16 -1.92  0.431
O1 0.90 0.20 -2.20  -0.538
N1 0.69 -0.79 0.60  -0.699
H1 1.77 1.07 0.76  0.238
H2 0.63 0.69 2.08  0.233
H3 -1.16 1.61 1.17  0.234
H4 0.03 2.59 0.38  0.249
H5 -1.34 0.02 -0.83  0.223
H6 -1.80 1.60 -1.14  0.264
H7 0.48 2.14 -2.29  0.155
H8 0.62 -1.04 -0.40  0.467
H9 -0.14 -1.22 1.02  0.460
H10 1.55 -1.16 0.99  0.445
H11 -0.91 -3.46 2.62  0.501
H12 -1.90 -2.41 2.13  0.483
O2 -1.11 -2.90 1.84  -0.969


Computed, not measured: a single C4H12NO2P molecule in a non-equilibrium geometry, with ωB97M-V/def2-TZVPD.

Computed properties:
**Total charge**: 0
**Orbital gap**: 0.35445 Ha
**Spin multiplicity**: 1

Each line ends with the natural charge from an NBO analysis.
Element x y z (Å)
C1 -2.15 -0.08 -0.96  -0.627
C2 -0.05 1.62 0.24  -0.664
C3 -1.33 -0.77 0.08  -0.397
C4 0.20 0.08 0.24  -0.184
N1 0.70 -0.42 1.54  -0.868
O1 2.55 0.31 -0.52  -1.041
O2 1.67 -2.05 -0.67  -1.015
P1 1.28 -0.53 -1.15  1.351
H1 -3.05 -0.79 -1.05  0.216
H2 -2.51 0.91 -0.66  0.207
H3 -1.50 0.07 -1.91  0.207
H4 -0.46 1.96 -0.67  0.220
H5 0.93 2.10 0.10  0.231
H6 -0.60 1.85 1.18  0.211
H7 -1.77 -0.51 0.99  0.198
H8 -1.04 -1.78 -0.17  0.220
H9 0.16 0.08 2.32  0.353
H10 1.67 0.16 1.66  0.360
H11 3.50 0.09 -0.83  0.513
H12 1.80 -2.30 0.24  0.509


Computed, not measured: 3 unconnected molecules or ions with the total composition C4H12NO2S in a non-equilibrium geometry, with ωB97M-V/def2-TZVPD.

Computed properties:
**Total charge**: -1
**Orbital gap**: 0.13106 Ha
**Spin multiplicity**: 1

Each line ends with the natural charge from an NBO analysis.
Element x y z (Å)
C1 0.72 -0.02 2.31  -0.464
N1 0.97 0.85 1.20  -0.445
C2 0.74 0.24 -0.21  -0.042
C3 -0.48 -0.75 -0.40  -0.608
S1 -0.03 -2.42 0.15  0.075
C4 0.43 1.45 -1.18  -0.691
O1 -0.54 0.52 -3.66  -1.119
H1 0.29 0.63 3.07  0.247
H2 -0.03 -0.82 2.29  0.223
H3 1.67 -0.51 2.58  0.185
H4 -1.31 0.84 -4.14  0.416
H5 1.61 -0.23 -0.59  0.194
H6 -0.61 -0.60 -1.52  0.368
H7 -1.40 -0.40 0.04  0.251
H8 -0.40 2.09 -0.93  0.217
H9 1.37 1.94 -1.19  0.193
H10 0.17 0.96 -2.25  0.320
H11 -1.93 2.52 1.68  0.436
H12 0.07 1.47 1.34  0.455
O2 -1.25 1.91 1.87  -1.211


Energy relative to the best compared isomer or geometry (same formula, charge and spin) in eV, matching the order above: 0.983, 2.390, 1.123, 1.378, 5.679, 1.335, 1.570, 7.608